Computed, not measured: one molecule with the formula C17H19F3N2O5S, with wB97M-V/def2-TZVPD.

Computed properties:
SMILES string ... CCOc1ccc(S(=O)(=O)N(CC(=O)NCC(F)(F)F)Cc2ccco2)cc1
Energy above the lowest of the compared OMol25 structures with the same formula, charge and spin ... 0.28 kJ/mol
Strongest force on any atom ... 1.26 eV/Å
Calculated total energy ... -50142.6510 eV
LUMO energy ... 0.02118 Ha

```
47
Properties=species:S:1:pos:R:3:lowdin_charge:R:1
C -1.82 0.01 4.68 -0.06
C -2.20 -1.42 4.31 -0.23
O -3.04 -1.48 3.17 -0.04
C -2.52 -1.33 1.93 -0.25
C -3.46 -1.35 0.89 0.02
C -3.05 -1.22 -0.42 -0.04
C -1.70 -1.07 -0.70 -0.29
S -1.15 -0.92 -2.38 0.70
O -2.27 -0.75 -3.26 -0.27
O -0.23 -1.99 -2.69 -0.29
N -0.19 0.45 -2.29 -0.23
C 0.87 0.59 -3.27 -0.08
C 2.23 0.31 -2.62 -0.46
O 3.13 1.11 -2.56 0.08
N 2.30 -0.94 -2.10 0.09
C 3.47 -1.39 -1.42 -0.05
C 3.21 -1.60 0.07 -0.62
F 2.71 -0.51 0.67 0.14
F 4.34 -1.91 0.73 0.14
F 2.34 -2.59 0.31 0.13
C -0.84 1.67 -1.87 -0.11
C 0.12 2.48 -1.06 -0.26
C 0.52 2.38 0.24 -0.01
C 1.54 3.34 0.41 -0.05
C 1.69 3.95 -0.80 -0.11
O 0.83 3.44 -1.69 0.05
C -0.77 -1.05 0.31 -0.05
C -1.17 -1.17 1.63 0.01
H -1.24 0.01 5.60 0.08
H -2.72 0.60 4.84 0.08
H -1.24 0.48 3.89 0.06
H -2.80 -1.86 5.11 0.13
H -1.31 -2.04 4.17 0.12
H -4.50 -1.48 1.14 0.12
H -3.76 -1.24 -1.24 0.12
H 0.88 1.59 -3.69 0.14
H 0.71 -0.14 -4.08 0.13
H 1.49 -1.56 -2.22 0.10
H 3.83 -2.34 -1.82 0.14
H 4.24 -0.62 -1.53 0.14
H -1.20 2.26 -2.72 0.14
H -1.70 1.37 -1.26 0.13
H 0.13 1.71 0.97 0.10
H 2.09 3.55 1.30 0.10
H 2.34 4.73 -1.14 0.12
H 0.27 -0.91 0.06 0.09
H -0.42 -1.15 2.40 0.11
```



Computed, not measured: a 5-piece molecular cluster, C23H53N3O8P overall, with wB97M-V/def2-TZVPD.

Computed properties:
Strongest force on any atom ... 2.72 eV/Å
Calculated total energy ... -54841.1427 eV
LUMO energy ... -0.07646 Ha
Net charge ... +1

```
88
Properties=species:S:1:pos:R:3:lowdin_charge:R:1
C -3.26 -1.57 -3.13 -0.13
C -3.57 -0.44 -1.97 -0.41
C -4.88 -1.02 -1.11 -0.11
C -2.36 -0.25 -0.87 -0.29
P -0.78 0.59 -1.64 1.04
C -1.03 1.03 -3.47 -0.26
C 0.73 -0.49 -1.23 -0.25
C 1.72 -0.86 -2.49 -0.61
N 2.14 0.35 -3.31 0.04
N 2.99 -1.47 -1.86 0.03
N 1.11 -1.98 -3.33 0.05
H -2.52 -2.40 -2.77 0.08
H -4.29 -2.14 -3.34 0.09
H -2.97 -1.09 -4.18 0.08
H -3.88 0.57 -2.50 0.13
H -5.90 -0.89 -1.69 0.10
H -4.89 -0.44 -0.08 0.07
H -4.69 -2.17 -0.85 0.10
H -2.09 -1.27 -0.33 0.12
H -2.76 0.46 -0.01 0.09
H -0.61 1.85 -0.91 0.07
H -0.30 1.94 -3.73 0.08
H -0.79 0.18 -4.24 0.06
H -2.13 1.46 -3.62 0.08
H 0.45 -1.52 -0.71 0.13
H 1.41 0.09 -0.44 0.12
H 1.96 0.23 -4.33 0.08
H 3.11 0.66 -3.10 0.09
H 3.82 -1.30 -2.46 0.07
H 2.85 -2.52 -1.87 0.08
H 1.45 -1.96 -4.31 0.07
H 0.07 -2.00 -3.26 0.06
O -3.56 4.02 0.19 0.07
C -4.34 3.62 1.05 -0.50
O -4.57 2.30 1.20 -0.03
C -5.30 1.71 2.30 -0.23
C -6.79 1.71 2.02 -0.06
C -5.12 4.59 1.89 0.01
H -5.05 2.20 3.24 0.12
H -4.95 0.68 2.38 0.12
H -7.18 2.73 1.91 0.07
H -7.33 1.22 2.83 0.09
H -7.01 1.19 1.08 0.08
H -6.02 4.90 1.35 0.10
H -4.49 5.47 2.08 0.10
H -5.39 4.20 2.87 0.07
O 4.52 -4.90 -9.24 0.09
C 3.67 -4.90 -8.36 -0.50
O 3.78 -4.06 -7.31 -0.01
C 2.74 -3.83 -6.33 -0.24
C 2.80 -4.86 -5.22 -0.07
C 2.54 -5.89 -8.38 0.00
H 1.76 -3.78 -6.81 0.11
H 2.93 -2.84 -5.91 0.10
H 2.64 -5.87 -5.60 0.07
H 2.05 -4.65 -4.46 0.07
H 3.80 -4.86 -4.76 0.09
H 2.87 -6.82 -7.93 0.10
H 2.26 -6.07 -9.42 0.10
H 1.64 -5.53 -7.88 0.07
O -0.93 0.43 1.63 0.03
C -0.08 0.54 2.51 -0.48
O 1.10 -0.11 2.41 -0.01
C 2.23 0.11 3.27 -0.22
C 2.13 -0.73 4.53 -0.06
C -0.37 1.33 3.76 0.02
H 2.36 1.18 3.49 0.11
H 3.12 -0.19 2.71 0.13
H 1.25 -0.47 5.12 0.07
H 3.02 -0.60 5.15 0.08
H 2.04 -1.79 4.27 0.09
H -0.89 0.69 4.47 0.11
H -1.01 2.17 3.49 0.10
H 0.52 1.76 4.22 0.04
O 1.17 1.98 6.24 0.06
C 2.23 2.58 6.38 -0.48
O 3.37 2.09 5.84 -0.02
C 4.62 2.81 5.76 -0.22
C 5.42 2.64 7.04 -0.06
C 2.31 3.83 7.21 0.02
H 4.45 3.86 5.50 0.12
H 5.18 2.37 4.93 0.13
H 4.89 3.06 7.90 0.07
H 6.39 3.14 6.96 0.09
H 5.58 1.58 7.26 0.09
H 2.44 3.55 8.26 0.10
H 1.37 4.38 7.10 0.10
H 3.10 4.51 6.91 0.07
```